Entry from the OMol25 dataset: 7 unconnected molecules or ions with the total composition C34H69F8N9O4PS2 in a non-equilibrium geometry (wB97M-V/def2-TZVPD).

Each atom is followed by the atoms it is bonded to, with distances in Å.
Geometry (Å):
1 C 0.3855 6.2702 -1.9026  C2 1.521, H9 1.090, H10 1.087, H11 1.093
2 C 1.8173 5.7785 -1.7562  C1 1.521, N3 1.464, H12 1.090, H13 1.089
3 N 1.9638 4.3711 -2.1316  C2 1.464, C4 1.372, C7 1.329
4 C 1.6581 3.2387 -1.4201  N3 1.372, C5 1.384, H14 1.078
5 C 2.1387 2.1335 -2.1003  C4 1.384, N6 1.392, H15 1.082
6 N 2.7138 2.6038 -3.2775  C5 1.392, C7 1.366, C8 1.469
7 C 2.5225 3.9564 -3.2639  N3 1.329, N6 1.366, H16 1.079
8 C 3.3192 1.8031 -4.3498  N6 1.469, H17 1.089, H18 1.087, H19 1.087
9 H 0.0219 6.0464 -2.9054  C1 1.090
10 H 0.3523 7.2852 -1.5150  C1 1.087
11 H -0.2733 5.6446 -1.2944  C1 1.093
12 H 2.2040 5.8415 -0.7390  C2 1.090
13 H 2.5060 6.3433 -2.3832  C2 1.089
14 H 1.1594 3.2796 -0.4656  C4 1.078
15 H 2.0032 1.0650 -1.9998  C5 1.082
16 H 2.9026 4.5802 -4.0586  C7 1.079
17 H 3.5422 2.4926 -5.1628  C8 1.089
18 H 2.6414 1.0465 -4.7375  C8 1.087
19 H 4.2553 1.3954 -3.9759  C8 1.087
20 C 4.9564 0.7722 -0.5815  C21 1.524, H28 1.090, H29 1.090, H30 1.089
21 C 4.8952 2.0105 0.3055  C20 1.524, N22 1.472, H31 1.090, H32 1.089
22 N 4.2691 1.5878 1.5693  C21 1.472, C23 1.351, C26 1.356
23 C 3.1377 2.1095 2.0907  N22 1.351, C24 1.374, H33 1.077
24 C 2.9655 1.5518 3.3344  C23 1.374, N25 1.356, H34 1.077
25 N 3.8832 0.5622 3.4680  C24 1.356, C26 1.356, C27 1.456
26 C 4.6416 0.5386 2.3437  N22 1.356, N25 1.356, H35 1.077
27 C 4.1726 -0.1560 4.7006  N25 1.456, H36 1.089, H37 1.089, H38 1.087
28 H 4.0051 0.2402 -0.5912  C20 1.090
29 H 5.7228 0.1286 -0.1492  C20 1.090
30 H 5.1573 0.9411 -1.6386  C20 1.089
31 H 4.3385 2.7670 -0.2481  C21 1.090
32 H 5.8701 2.4815 0.4243  C21 1.089
33 H 2.6433 2.9115 1.5694  C23 1.077
34 H 2.2793 1.7770 4.1334  C24 1.077
35 H 5.5279 -0.0617 2.2215  C26 1.077
36 H 4.5744 0.5687 5.4070  C27 1.089
37 H 4.9639 -0.8677 4.4711  C27 1.089
38 H 3.3183 -0.6909 5.1071  C27 1.087
39 C 0.1767 -4.9249 3.8400  C40 1.536, H47 1.091, H48 1.086, H49 1.092
40 C 1.6884 -5.0733 3.6099  C39 1.536, N41 1.464, H50 1.093, H51 1.087
41 N 1.9537 -5.6445 2.2880  C40 1.464, C42 1.361, C45 1.354
42 C 1.8942 -6.9464 1.8967  N41 1.361, C43 1.364, H52 1.078
43 C 2.3040 -7.0420 0.5997  C42 1.364, N44 1.376, H53 1.077
44 N 2.5196 -5.7516 0.1726  C43 1.376, C45 1.358, C46 1.451
45 C 2.2791 -4.9014 1.2041  N41 1.354, N44 1.358, H54 1.078
46 C 3.2701 -5.4038 -1.0200  N44 1.451, H55 1.089, H56 1.089, H57 1.087
47 H 0.0384 -4.5208 4.8440  C39 1.091
48 H -0.4025 -5.8349 3.7109  C39 1.086
49 H -0.1842 -4.1467 3.1635  C39 1.092
50 H 1.9789 -5.8318 4.3409  C40 1.093
51 H 2.3775 -4.2543 3.7991  C40 1.087
52 H 1.6632 -7.6651 2.6669  C42 1.078
53 H 2.4241 -7.8464 -0.1065  C43 1.077
54 H 2.4408 -3.8364 1.1766  C45 1.078
55 H 2.7199 -5.6959 -1.9130  C46 1.089
56 H 4.2201 -5.9370 -1.0366  C46 1.089
57 H 3.4812 -4.3371 -1.0269  C46 1.087
58 C -4.9253 -1.8684 0.4253  C59 1.525, H67 1.090, H68 1.091, H69 1.090
59 C -4.0228 -1.0016 1.2968  C58 1.525, C60 1.521, H70 1.091, H71 1.093
60 C -2.9192 -1.8021 1.9717  C59 1.521, N61 1.526, H72 1.093, H73 1.093
61 N -2.1380 -1.0223 3.0259  C60 1.526, C62 1.518, C63 1.572, C66 1.515
62 C -2.9986 -0.8391 4.2635  N61 1.518, H74 1.086, H75 1.088, H76 1.088
63 C -0.8120 -1.7950 3.3684  N61 1.572, C64 1.511, H77 1.088, H78 1.089
64 C 0.2702 -0.7865 3.6779  C63 1.511, C65 1.511, H79 1.090, H80 1.091
65 C -0.3101 0.5715 3.3576  C64 1.511, C66 1.500, H81 1.093, H82 1.088
66 C -1.5028 0.2505 2.5055  N61 1.515, C65 1.500, H83 1.091, H84 1.090
67 H -5.7309 -1.2935 -0.0307  C58 1.090
68 H -5.4671 -2.6171 1.0047  C58 1.091
69 H -4.2758 -2.2908 -0.3418  C58 1.090
70 H -4.6357 -0.4558 2.0161  C59 1.091
71 H -3.5713 -0.2959 0.5950  C59 1.093
72 H -2.2242 -2.2544 1.2598  C60 1.093
73 H -3.3452 -2.7193 2.3859  C60 1.093
74 H -3.8523 -0.2451 3.9509  C62 1.086
75 H -2.4623 -0.4114 5.1081  C62 1.088
76 H -3.3064 -1.8347 4.5771  C62 1.088
77 H -0.9557 -2.5602 4.1282  C63 1.088
78 H -0.5046 -2.2669 2.4359  C63 1.089
79 H 0.6434 -0.8042 4.7014  C64 1.090
80 H 1.0587 -0.9967 2.9543  C64 1.091
81 H -0.6608 1.1362 4.2256  C65 1.093
82 H 0.3882 1.2652 2.8932  C65 1.088
83 H -2.1984 1.0902 2.5482  C66 1.091
84 H -1.1850 0.1976 1.4639  C66 1.090
85 C -3.7021 5.9293 -1.8613  C86 1.508, H94 1.088, H95 1.091, H96 1.095
86 C -3.8657 4.5382 -2.4206  C85 1.508, C87 1.528, H97 1.093, H98 1.090
87 C -2.5860 3.7675 -2.1003  C86 1.528, N88 1.524, H99 1.091, H100 1.090
88 N -2.6622 2.2906 -2.4682  C87 1.524, C89 1.501, C90 1.541, C93 1.535
89 C -3.5465 1.5375 -1.5181  N88 1.501, H101 1.087, H102 1.092, H103 1.090
90 C -1.2761 1.6206 -2.5277  N88 1.541, C91 1.549, H104 1.089, H105 1.091
91 C -1.4161 0.4013 -3.4720  C90 1.549, C92 1.517, H106 1.091, H107 1.089
92 C -2.5759 0.7465 -4.3861  C91 1.517, C93 1.506, H108 1.090, H109 1.090
93 C -3.0482 2.1054 -3.9417  N88 1.535, C92 1.506, H110 1.087, H111 1.092
94 H -4.3744 6.7268 -2.1693  C85 1.088
95 H -2.6814 6.2843 -2.0090  C85 1.091
96 H -3.9145 5.7836 -0.7972  C85 1.095
97 H -4.0317 4.7031 -3.4888  C86 1.093
98 H -4.7313 3.9681 -2.0846  C86 1.090
99 H -2.3556 3.8556 -1.0371  C87 1.091
100 H -1.7615 4.2505 -2.6254  C87 1.090
101 H -3.2214 1.6746 -0.4901  C89 1.087
102 H -3.6543 0.4922 -1.8142  C89 1.092
103 H -4.5615 1.9205 -1.6258  C89 1.090
104 H -0.9313 1.4028 -1.5178  C90 1.089
105 H -0.6371 2.3784 -2.9830  C90 1.091
106 H -1.6515 -0.5063 -2.9142  C91 1.091
107 H -0.4996 0.1521 -4.0043  C91 1.089
108 H -3.3270 -0.0435 -4.3870  C92 1.090
109 H -2.2139 0.8129 -5.4119  C92 1.090
110 H -4.0720 2.4140 -4.1351  C93 1.087
111 H -2.3495 2.7744 -4.4480  C93 1.092
112 N -3.3528 -3.8380 -1.9769  S113 1.536, S117 1.682
113 S -1.9991 -3.3491 -1.4418  N112 1.536, O114 1.458, O115 1.436, F116 1.597, S117 2.468
114 O -1.9058 -3.2641 0.0108  S113 1.458
115 O -1.3444 -2.3710 -2.2644  S113 1.436
116 F -1.1126 -4.6443 -1.7383  S113 1.597
117 S -3.9962 -2.3837 -2.5247  N112 1.682, S113 2.468, O118 1.446, O119 1.456, F120 1.617
118 O -3.7353 -2.0299 -3.9024  S117 1.446
119 O -4.1491 -1.2346 -1.6430  S117 1.456
120 F -5.5104 -2.9469 -2.5979  S117 1.617
121 P 1.1848 -1.3123 0.0422  F122 1.632, F123 1.634, F124 1.621, F125 1.638, F126 1.632, F127 1.647
122 F 1.5584 -1.8405 1.5401  P121 1.632
123 F 2.6783 -1.6566 -0.5250  P121 1.634
124 F 0.6444 -2.7643 -0.4329  P121 1.621
125 F 0.8547 -0.7620 -1.4648  P121 1.638
126 F -0.2867 -0.8423 0.5687  P121 1.632
127 F 1.7646 0.1553 0.5123  P121 1.647

F_max ... 4.8 eV Å⁻¹
E ... -110656.949 eV
M ... 915.077 g mol⁻¹
Frontier orbital gap ... 0.3150 Ha
Charge ... +3

These are the Löwdin partial charges, in e, on atoms 1 to 8: -0.0501 -0.1512 -0.0460 -0.0308 -0.0114 -0.0597 0.0051 0.0434